ORCA calculation (ωB97M-V/def2-TZVPD) on a 2-piece molecular cluster, C3H14N5 overall.

Geometry as ORCA input:
```
! wB97M-V def2-TZVPD RIJCOSX def2/J DEFGRID3
* xyz 1 1
C -2.417 0.088 -0.764
C -1.100 0.396 -0.032
C -0.180 -0.472 -0.850
N -0.686 1.873 0.000
N -1.109 -0.258 1.284
N 0.046 -1.766 -0.527
N 0.377 -0.029 -1.952
N 3.592 -0.369 1.635
H -2.953 0.941 -1.093
H -3.013 -0.495 -0.124
H -2.194 -0.440 -1.639
H 0.121 2.193 0.667
H -1.513 2.404 0.253
H -1.534 0.366 2.067
H -0.105 -0.386 1.681
H 0.470 -2.471 -1.212
H -0.141 -2.001 0.419
H 0.352 0.961 -2.226
H 1.034 -0.442 -2.538
H 4.590 -0.110 1.259
H 2.878 0.133 1.076
H 3.486 -0.115 2.615
*
```

E_LUMO = -3.351 eV
E_tot = -10781.94845 eV
Energy above the lowest of the compared OMol25 structures with the same formula, charge and spin = 42.17 kcal per mole
HOMO-LUMO gap = 0.351 Ha

***

ORCA calculation (ωB97M-V/def2-TZVPD) on a 2-piece molecular cluster, C6H7N3 overall.

Geometry as ORCA input:
```
! wB97M-V def2-TZVPD RIJCOSX def2/J DEFGRID3
* xyz 0 1
C 0.940 0.403 1.410
C -0.361 0.173 1.469
C -0.443 -0.742 2.667
C 0.836 -0.883 2.041
H 1.721 0.902 0.987
H -0.901 -0.182 3.542
H -1.018 -1.739 2.511
H 0.933 -1.879 1.609
C 0.734 1.115 -3.239
C -0.487 1.135 -2.550
N -0.159 0.851 -1.248
N 1.112 0.519 -1.234
N 1.669 0.661 -2.402
H 0.795 1.368 -4.245
H -1.448 1.480 -2.899
H -0.710 0.452 -0.380
*
```

E_LUMO = 0.633 eV
E_tot = -10799.22181 eV
SMILES string = C1=C2C[C@H]12.c1c[nH]nn1
Energy above the lowest of the compared OMol25 structures with the same formula, charge and spin = 143.19 kcal per mole
HOMO-LUMO gap = 0.356 Ha

***

Number 1: maximum force 3.5 eV/A. Number 2: maximum force 4.0 eV/A.